{
  "formula": "C3H12N2O",
  "method": "ωB97M-V/def2-TZVPD",
  "symbols": ["C", "C", "C", "N", "N", "H", "H", "H", "H", "H", "H", "H", "H", "H", "H", "H", "H", "O"],
  "xyz": [[-0.926582, -0.749931, -0.880910], [0.165824, -0.721006, 0.217744], [1.465807, -0.093682, -0.048136], [2.070420, 0.046389, 1.314605], [-2.239822, -1.013107, -0.230493], [-1.187165, 0.244854, -1.379933], [-0.718352, -1.522020, -1.721856], [-0.304680, -0.049980, 1.121499], [0.099653, -1.685406, 0.649957], [1.393582, 0.948995, -0.467299], [2.059657, -0.726566, -0.668138], [2.348822, -0.843251, 1.803272], [2.770839, 0.633073, 1.393334], [-2.512493, -1.968841, -0.203246], [-2.983262, -0.528282, -0.665969], [0.163286, 2.494059, -0.315700], [-0.966129, 2.732378, 0.496109], [-0.699404, 2.802326, -0.414843]],
  "forces_ev_per_a": [[-1.280, 0.344, -1.249], [-4.328, 2.980, 1.089], [1.225, 0.565, 1.795], [-3.531, -4.289, 0.104], [1.057, -0.167, 0.470], [1.385, -1.076, 0.537], [-0.064, 1.199, 1.266], [0.858, -1.503, -2.227], [0.944, -1.216, 0.434], [-0.027, -1.217, 0.176], [0.697, -0.175, -0.905], [-0.650, 1.175, -1.140], [4.324, 3.593, 0.109], [0.056, -0.850, 0.057], [-0.587, 0.593, -0.546], [2.515, -0.774, -0.345], [-0.829, 0.129, 0.585], [-1.765, 0.686, -0.211]],
  "smiles": "NCCCN.O",
  "charge": 0,
  "e_above_lowest_kj_mol": 142.5,
  "homo_lumo_gap_ev": 10.0
}

{
  "formula": "C3H12N2O",
  "method": "ωB97M-V/def2-TZVPD",
  "symbols": ["C", "C", "N", "C", "N", "H", "H", "H", "H", "H", "H", "H", "H", "H", "H", "H", "H", "O"],
  "xyz": [[-0.098504, 1.115069, -2.115589], [-0.650476, -0.052941, -1.229106], [0.368193, -0.730246, -0.540543], [1.052500, 0.012964, 0.621267], [0.187376, 0.762499, 1.417924], [0.827408, 0.752426, -2.563130], [0.124291, 1.969521, -1.485109], [-0.827448, 1.407655, -2.861322], [-1.488882, 0.385208, -0.663605], [-1.154424, -0.687576, -1.960158], [0.245128, -1.731796, -0.360387], [1.821244, 0.611599, 0.125819], [1.602234, -0.814045, 1.072678], [0.127042, 1.760398, 1.299559], [-0.013692, 0.436411, 2.343310], [-1.396463, -1.387497, 2.481160], [-0.086920, -1.793861, 1.838494], [-0.638607, -2.015795, 2.578731]],
  "forces_ev_per_a": [[0.768, -0.238, 1.042], [-1.065, 0.472, -2.858], [-1.564, 0.725, 2.021], [1.353, -0.017, -0.757], [-0.165, -0.338, -0.388], [-0.146, 0.285, -0.325], [0.111, 0.234, -0.081], [-0.087, -0.170, -0.051], [0.568, -0.315, 0.764], [0.180, -0.652, 0.429], [0.214, 0.000, -0.731], [-0.099, 0.116, -0.032], [-0.130, 0.321, 0.674], [0.242, -0.083, -0.061], [-0.012, -0.190, 0.200], [0.677, -0.928, 0.284], [0.413, -0.120, -0.297], [-1.258, 0.898, 0.166]],
  "charge": 1,
  "s2": 0.755,
  "e_above_lowest_kj_mol": 71.5,
  "homo_lumo_gap_ev": [12.0, 6.9],
  "spin_multiplicity": 2
}

{
  "formula": "C3H12N2O2",
  "method": "ωB97M-V/def2-TZVPD",
  "symbols": ["C", "C", "C", "N", "N", "H", "H", "H", "H", "H", "H", "H", "H", "H", "H", "O", "H", "H", "O"],
  "xyz": [[0.017621, 0.967723, -1.012650], [0.097728, 0.804318, 0.461153], [1.053042, 0.077735, 1.023079], [1.041751, -0.264187, 2.382681], [-0.979563, 1.315946, 1.220679], [-0.068900, 1.999927, -1.390404], [0.816796, 0.475157, -1.557517], [-0.849349, 0.448179, -1.447782], [1.972680, -0.247500, 0.559628], [0.205389, -0.096238, 2.911224], [1.533557, -1.082475, 2.682768], [-1.522961, 1.958898, 0.657564], [-0.680109, 1.785279, 2.065386], [2.432992, -2.227253, -3.334352], [1.630831, -0.990376, -3.602171], [1.718296, -1.702786, -2.955557], [-3.161793, -0.519131, 0.005999], [-2.306901, -1.295390, 1.018071], [-2.951101, -1.407821, 0.312210]],
  "forces_ev_per_a": [[-0.469, 0.145, -1.181], [0.364, -0.042, -0.716], [0.313, -0.590, 1.122], [0.106, 0.619, 0.454], [-0.371, -0.045, -0.114], [0.173, -0.077, 0.375], [0.498, 0.088, 0.328], [-0.233, 0.062, 0.441], [-0.337, -0.030, -0.636], [-0.207, -0.115, -0.108], [0.113, -0.119, -0.173], [-0.009, -0.015, 0.223], [0.003, 0.054, -0.005], [-0.039, -0.140, 0.189], [-0.164, -0.022, 0.185], [0.214, 0.178, -0.383], [0.158, -0.067, 0.183], [0.045, 0.235, -0.070], [-0.158, -0.119, -0.112]],
  "smiles": "C/C(N)=C/N.O.O",
  "charge": 0,
  "e_above_lowest_kj_mol": 122.8,
  "homo_lumo_gap_ev": 7.9
}

{
  "formula": "C3H12N2O2",
  "method": "ωB97M-V/def2-TZVPD",
  "symbols": ["C", "C", "N", "C", "N", "H", "H", "H", "H", "H", "H", "H", "H", "H", "H", "O", "H", "H", "O"],
  "xyz": [[0.939945, 0.961737, 1.213998], [0.760385, -0.463746, 0.759792], [0.655899, -0.564869, -0.679414], [0.543838, -1.784362, -1.261704], [-0.198011, -2.078316, -2.277718], [0.000509, 1.527544, 1.247412], [1.278439, 1.089368, 2.256463], [1.652358, 1.563615, 0.625016], [-0.232368, -0.754261, 1.112154], [1.598520, -1.015761, 1.197954], [0.192653, 0.166203, -1.204666], [1.114414, -2.630367, -0.890239], [-0.311213, -3.085385, -2.258114], [-0.509531, -0.318742, -3.112466], [-0.905782, 0.645175, -4.223965], [-0.427216, 0.606860, -3.405560], [-2.123299, 1.825747, 2.908369], [-2.115905, 2.594238, 4.166163], [-1.913634, 1.715321, 3.826522]],
  "forces_ev_per_a": [[0.139, 1.844, 0.595], [-0.495, 0.802, 0.321], [1.092, -0.416, -1.210], [-0.708, -0.940, -0.591], [-0.292, 0.883, 0.840], [0.009, -0.169, -0.474], [0.026, -0.668, -0.311], [-0.213, -0.483, -0.069], [0.394, -0.620, 0.801], [-0.419, -0.534, -0.489], [-0.118, 0.195, 0.363], [0.205, 0.325, 1.125], [0.449, -0.044, -0.841], [-0.042, -0.249, -0.216], [-0.321, 0.081, -0.541], [0.294, -0.004, 0.707], [-0.127, -0.225, -0.884], [0.086, -0.093, 0.323], [0.043, 0.316, 0.549]],
  "smiles": "[H]/N=C/NCC.O.O",
  "charge": 0,
  "e_above_lowest_kj_mol": 129.4,
  "homo_lumo_gap_ev": 9.7
}

{
  "formula": "C3H12N2O2",
  "method": "ωB97M-V/def2-TZVPD",
  "symbols": ["C", "C", "C", "N", "N", "H", "H", "H", "H", "H", "H", "H", "H", "H", "H", "O", "H", "H", "O"],
  "xyz": [[-0.447911, 1.915438, 0.147252], [0.535280, 1.021892, -0.559224], [0.234626, 0.411266, -1.723353], [1.131306, -0.168677, -2.671209], [1.606474, 0.493186, 0.218251], [-1.476741, 1.751336, -0.210304], [-0.419851, 1.741079, 1.226892], [-0.154175, 2.896388, -0.259888], [-0.682859, 0.770682, -2.208783], [0.847758, -1.139917, -2.773951], [2.101034, -0.134907, -2.385329], [1.836667, 1.118080, 0.978458], [2.414006, 0.218399, -0.318686], [-3.098778, -2.803904, 1.294451], [-1.998030, -1.769504, 1.180685], [-2.856871, -2.014327, 0.810540], [0.440371, -1.186273, 1.708028], [0.068943, -1.406955, 3.214898], [-0.081251, -1.713281, 2.331271]],
  "forces_ev_per_a": [[0.261, -0.096, -1.159], [-0.717, -2.991, -0.235], [-0.256, 2.621, -0.676], [-0.415, -0.795, 0.701], [-0.291, 0.893, 0.394], [0.421, -0.147, 0.117], [0.084, 0.606, -0.127], [-0.332, 0.264, 1.193], [0.141, -0.357, 0.219], [0.420, -0.024, -0.368], [-0.005, -0.126, 0.047], [0.461, -0.022, -0.102], [0.132, 0.056, 0.152], [-0.068, -0.187, 0.093], [0.022, -0.047, 0.074], [0.127, 0.229, -0.083], [0.127, 0.116, 0.277], [0.276, 0.435, 0.508], [-0.388, -0.428, -1.024]],
  "smiles": "C/C(N)=C/N.O.O",
  "charge": 0,
  "e_above_lowest_kj_mol": 145.1,
  "homo_lumo_gap_ev": 8.3
}

{
  "formula": "C3H12N2O2",
  "method": "ωB97M-V/def2-TZVPD",
  "symbols": ["C", "C", "N", "C", "N", "H", "H", "H", "H", "H", "H", "H", "H", "H", "H", "O", "H", "H", "O"],
  "xyz": [[1.452383, 1.681160, 2.241499], [1.460449, 0.494752, 1.351426], [0.962805, -1.295042, -0.669166], [0.596600, 0.006558, -0.773663], [0.730265, 0.953915, 0.090197], [1.980679, 2.602633, 1.955943], [0.442969, 2.144500, 2.366836], [1.780397, 1.535802, 3.268024], [2.485186, 0.062103, 1.337429], [0.852788, -0.306606, 1.780186], [1.526088, -1.414230, 0.155448], [0.544512, -1.952560, -1.294669], [0.030942, 0.370066, -1.646967], [-3.886538, -3.657061, -2.933700], [-4.106421, -5.121529, -3.025434], [-3.973877, -4.431985, -2.357154], [-0.343295, 2.314938, -0.800712], [-1.419543, 3.124491, -0.087145], [-1.116381, 2.888096, -0.958387]],
  "forces_ev_per_a": [[-0.957, 2.413, 1.771], [-0.978, 0.621, -0.573], [0.147, 1.730, 0.057], [-1.349, 1.669, -0.284], [2.231, -2.077, 0.482], [0.483, -0.719, -0.730], [0.283, -0.891, -0.236], [0.183, -0.579, 0.102], [-0.316, 0.407, -0.963], [-0.165, 0.019, 0.277], [-0.094, -1.330, -0.250], [0.375, -0.534, 0.275], [0.221, -0.937, -0.036], [-0.005, 0.015, 0.464], [-0.002, -0.090, 0.446], [0.011, 0.081, -0.912], [-0.175, 0.289, 0.424], [-0.077, 0.043, 0.424], [0.183, -0.129, -0.735]],
  "smiles": "CC/N=C\\N.O.O",
  "charge": 0,
  "e_above_lowest_kj_mol": 149.4,
  "homo_lumo_gap_ev": 10.1
}

> Which of these has the highest charge?

number 2